[1]
111
Properties=species:S:1:pos:R:3:forces:R:3:lowdin_charge:R:1 method="wB97M-V/def2-TZVPD" homo_ev=-1.73 charge=-2 homo_lumo_gap_ev=5.6 lumo_energy_ev=3.9
K 0.0937 -2.5042 0.7330 -0.25 -0.75 -0.33 0.78
O -0.7546 -5.0603 -0.2494 0.03 0.13 -0.30 -0.11
C -1.8048 -5.4424 -0.8280 -0.02 -0.01 0.21 -0.41
C -1.7756 -6.4188 -1.8917 0.04 0.03 0.03 -0.04
C -2.9045 -6.8602 -2.5264 0.12 -0.07 -0.06 -0.14
C -4.1809 -6.3836 -2.1829 -0.08 0.07 0.06 -0.16
C -4.2587 -5.4427 -1.1785 0.02 -0.02 -0.01 -0.10
C -3.1350 -4.9688 -0.4876 0.01 -0.02 -0.08 -0.15
C -3.3724 -3.9724 0.5329 0.19 -0.17 0.05 -0.14
N -2.5156 -3.5005 1.3502 -0.14 0.20 -0.03 0.00
C -2.9522 -2.4297 2.2088 0.01 0.24 0.06 -0.26
C -2.3099 -2.5120 3.5896 -0.04 0.07 0.05 -0.23
N -0.9734 -1.9424 3.5443 0.18 -0.10 0.09 0.03
C -0.1109 -2.3835 4.3701 -0.08 0.11 -0.10 -0.13
C 1.2879 -1.9770 4.4691 0.13 -0.07 -0.03 -0.14
C 1.9475 -2.2449 5.6690 0.08 -0.01 -0.02 -0.10
C 3.2860 -1.9492 5.8680 -0.12 -0.02 0.06 -0.16
C 4.0010 -1.4081 4.7926 0.10 0.00 -0.08 -0.14
C 3.4046 -1.1654 3.5790 -0.04 0.04 0.00 -0.03
C 2.0084 -1.4081 3.3472 -0.33 0.04 0.26 -0.40
O 1.4450 -1.1484 2.2503 0.54 0.33 0.31 -0.20
H -0.7936 -6.7789 -2.1793 -0.03 -0.01 0.00 0.10
H -2.8043 -7.5882 -3.3277 -0.02 0.00 0.01 0.08
H -5.0663 -6.7263 -2.7042 0.01 0.01 0.01 0.07
H -5.2286 -5.0372 -0.8965 -0.01 -0.01 -0.01 0.09
H -4.4169 -3.6114 0.5770 -0.02 0.01 0.03 0.11
H -4.0497 -2.3377 2.2898 -0.03 -0.20 -0.02 0.10
H -2.5943 -1.4905 1.7709 -0.07 0.02 0.06 0.08
H -2.2954 -3.5540 3.9350 -0.06 0.00 0.01 0.11
H -2.9188 -1.9291 4.2938 0.02 0.04 -0.01 0.10
H -0.4038 -3.1585 5.1007 -0.02 0.02 0.03 0.12
H 1.3748 -2.7011 6.4741 0.01 0.00 0.00 0.09
H 3.7673 -2.1496 6.8173 0.00 -0.01 -0.01 0.07
H 5.0602 -1.1928 4.9098 -0.02 0.00 0.01 0.08
H 3.9763 -0.7786 2.7410 -0.02 0.02 0.02 0.09
N 4.1513 -2.6965 -0.7430 -0.09 -0.02 -0.19 0.15
C 2.9740 -3.4108 -0.6353 -0.20 -0.11 0.27 -0.67
N 2.2733 -3.6137 -1.7945 0.01 0.08 0.12 0.18
O 2.6035 -3.8303 0.4531 0.09 0.05 -0.17 -0.01
H 4.6182 -2.6337 -1.6298 -0.03 0.03 -0.01 0.09
H 4.7170 -2.7257 0.0862 0.02 0.01 0.00 0.09
H 2.3462 -2.9329 -2.5356 0.02 0.05 0.03 0.07
H 1.3287 -3.9565 -1.6584 0.06 -0.15 0.00 0.09
O 1.7579 -0.5762 -2.5863 0.42 0.83 -0.08 -0.01
C 1.5948 0.2309 -3.6444 0.06 -0.27 0.47 -0.28
C 2.2804 1.4519 -3.7223 -0.01 -0.03 0.02 -0.04
C 2.0890 2.2845 -4.8141 0.01 0.02 0.06 -0.13
C 1.2191 1.9230 -5.8378 -0.01 0.00 -0.07 -0.13
C 0.5575 0.7033 -5.7633 -0.03 -0.12 -0.04 -0.04
C 0.7333 -0.1519 -4.6867 -0.02 0.04 -0.01 -0.07
C 0.0607 -1.5198 -4.6230 0.07 0.11 -0.22 -0.59
O -0.4863 -1.9495 -5.6403 -0.02 0.03 0.26 0.00
O 0.1787 -2.0989 -3.4854 -0.43 -0.37 -0.30 -0.02
H 1.0079 -1.3082 -2.7386 0.02 -0.09 -0.27 0.02
H 2.9558 1.7188 -2.9161 -0.01 0.01 -0.06 0.09
H 2.6188 3.2310 -4.8635 0.00 -0.02 0.01 0.09
H 1.0660 2.5813 -6.6856 0.01 -0.01 0.02 0.08
H -0.1060 0.3628 -6.5509 0.02 0.05 0.01 0.11
O -0.3405 -0.1027 0.0023 -0.21 -0.07 -0.12 -0.39
P -0.1961 1.2952 0.4913 0.17 0.02 -0.13 0.81
C -0.5753 2.3448 -0.9735 0.10 0.02 0.04 -0.31
C -0.7753 3.8592 -0.9081 0.04 0.04 0.06 -0.20
C -0.6798 4.4569 -2.3223 0.02 0.05 0.00 -0.18
C -1.2579 3.5183 -3.3933 -0.01 0.06 -0.02 -0.19
C -2.3414 2.6355 -2.7926 -0.06 -0.04 -0.01 -0.19
C -1.7256 1.6792 -1.7668 -0.06 -0.10 0.07 -0.18
C -1.2282 1.4499 1.9998 0.04 0.00 0.05 -0.32
C -0.9819 2.5859 2.9952 0.03 -0.04 0.07 -0.18
C -1.7098 3.8755 2.6321 0.03 0.04 -0.02 -0.20
C -3.2065 3.6181 2.4758 0.00 -0.01 0.06 -0.21
C -3.4679 2.5417 1.4272 -0.03 -0.01 -0.07 -0.20
C -2.7264 1.2486 1.7517 -0.06 -0.05 0.00 -0.19
C 1.5007 1.6705 1.0451 -0.06 0.15 0.08 -0.33
C 2.5025 0.9471 0.1350 0.00 -0.01 -0.08 -0.19
C 3.8990 1.5010 0.3809 0.05 -0.05 0.03 -0.19
C 4.0005 2.9498 -0.1212 0.02 0.01 -0.01 -0.20
C 2.6536 3.6798 0.0039 -0.02 0.04 -0.07 -0.20
C 1.8641 3.1664 1.2049 -0.03 -0.01 0.07 -0.19
H 0.3451 2.1706 -1.5534 -0.02 0.00 0.01 0.11
H -0.0380 4.3466 -0.2682 -0.04 -0.03 -0.02 0.08
H -1.7526 4.0856 -0.4746 -0.01 0.00 -0.05 0.09
H 0.3690 4.6751 -2.5490 -0.02 -0.03 -0.02 0.10
H -1.2077 5.4164 -2.3374 0.00 0.00 0.00 0.10
H -0.4735 2.8753 -3.7946 0.08 -0.04 -0.02 0.09
H -1.6367 4.0999 -4.2377 -0.01 0.00 0.00 0.10
H -2.8426 2.0514 -3.5674 0.00 0.02 0.00 0.11
H -3.1124 3.2619 -2.3254 0.02 0.00 0.01 0.11
H -1.3272 0.7944 -2.2643 -0.01 0.02 -0.01 0.12
H -2.5009 1.3095 -1.0905 0.02 0.02 -0.03 0.09
H -0.8571 0.5218 2.4642 0.03 -0.02 -0.03 0.11
H 0.0870 2.7588 3.1317 -0.02 0.00 -0.01 0.10
H -1.3532 2.2426 3.9698 -0.01 0.02 -0.02 0.12
H -1.3115 4.2739 1.6939 -0.01 0.00 0.02 0.08
H -1.5304 4.6383 3.3962 -0.01 -0.02 0.01 0.11
H -3.7372 4.5413 2.2250 0.02 0.01 -0.03 0.10
H -3.6037 3.2762 3.4404 -0.01 0.02 -0.02 0.11
H -3.1509 2.9043 0.4445 -0.01 0.02 0.02 0.09
H -4.5407 2.3430 1.3461 0.01 -0.02 0.02 0.11
H -2.8760 0.5128 0.9592 0.01 0.00 0.01 0.09
H -3.1573 0.8068 2.6596 0.00 0.05 -0.01 0.12
H 1.5550 1.1726 2.0191 -0.02 -0.02 -0.02 0.11
H 2.2447 1.0643 -0.9197 -0.02 -0.04 0.04 0.08
H 2.4448 -0.1177 0.3450 0.02 -0.01 0.02 0.10
H 4.6490 0.8729 -0.1071 -0.02 0.03 -0.01 0.11
H 4.1122 1.4587 1.4554 0.00 0.00 -0.02 0.11
H 4.3149 2.9571 -1.1694 0.00 0.01 0.02 0.10
H 4.7722 3.4887 0.4384 -0.02 0.00 0.01 0.10
H 2.0658 3.5217 -0.9061 0.02 -0.01 0.03 0.09
H 2.8104 4.7600 0.0816 0.00 0.00 0.00 0.11
H 0.9805 3.7852 1.3766 0.03 -0.01 -0.01 0.07
H 2.4791 3.2834 2.1048 0.01 0.00 -0.02 0.12



[2]
17
Properties=species:S:1:pos:R:3:forces:R:3:lowdin_spin:R:1 method="wB97M-V/def2-TZVPD" homo_ev="-10.39 / -11.68" charge=+1 homo_lumo_gap_ev="6.3 / 7.5" multiplicity=2 lumo_energy_ev="-4.1 / -4.2"
H 0.5677 -0.4023 -1.2216 -0.60 -1.15 0.24 0.02
O 1.3810 0.0057 0.6134 -0.83 0.85 -0.09 -0.01
O 3.2808 -0.8199 -0.0309 0.60 -1.67 0.85 0.03
O 3.2677 1.0577 1.2507 -0.17 -0.75 0.10 0.00
C 1.0828 -0.9185 -0.4111 2.56 -0.29 -0.33 -0.03
C 2.2815 -1.5867 -0.5973 -1.49 1.99 -1.21 0.11
C 2.7225 0.1531 0.7003 0.18 1.15 0.03 0.00
H 2.5809 -2.3069 -1.3510 -0.02 0.14 0.32 0.01
C -2.5428 1.4500 -0.4629 1.89 -2.20 -1.51 -0.25
C -2.0372 0.0847 -0.2988 -2.81 3.60 1.73 0.53
O -1.8945 -0.0574 1.0665 0.96 -1.64 -0.26 0.20
Li -2.6914 -1.2029 2.1534 0.05 0.08 -0.42 0.01
Na -0.4245 1.4395 1.8208 0.26 0.03 -0.33 0.01
F -1.6731 2.3675 0.1050 -0.60 0.92 0.68 -0.03
H -2.9995 1.8380 -1.3723 0.23 0.15 0.11 -0.02
H -1.2053 -1.0898 -0.6067 0.21 -0.59 0.50 0.32
H -1.6966 -0.0117 -1.3574 -0.41 -0.63 -0.41 0.10



[3]
16
Properties=species:S:1:pos:R:3:forces:R:3:lowdin_charge:R:1 method="wB97M-V/def2-TZVPD" homo_ev="-13.97 / -13.97" charge=+1 homo_lumo_gap_ev="9.1 / 9.1" lumo_energy_ev="-4.8 / -4.8"
C -1.5677 -0.0439 -1.3112 -0.49 -0.68 -0.52 0.09
C -0.7691 -1.0189 -1.0223 -2.16 1.92 -0.61 0.07
C -1.7501 0.7036 2.0281 0.18 -0.29 -0.38 0.13
C -1.0018 -0.4922 2.4704 -1.26 -1.68 -0.38 0.07
C 2.7974 0.4805 -1.5942 1.52 2.11 1.10 -0.06
N -1.2051 0.0508 1.1037 -1.05 0.74 1.81 -0.04
N -0.7163 0.1266 -0.1299 1.76 0.67 -1.17 0.02
H -2.3587 0.5096 -1.8519 0.89 -0.44 0.51 0.14
H -0.4464 -1.9959 -1.1426 0.95 -1.42 -0.04 0.11
H -2.5380 1.4154 2.1889 0.23 0.54 0.09 0.15
H 3.3718 -0.4284 -1.3642 -0.34 0.31 -0.36 0.02
H 0.0179 -0.5868 2.8181 -0.03 0.65 0.38 0.12
H -1.7027 -1.3314 2.6239 1.01 0.00 0.31 0.12
H 3.3140 1.1543 -2.3482 -0.75 -1.24 0.60 0.05
H 1.7625 0.3278 -1.8019 -0.57 -0.40 -0.60 -0.04
H 2.7924 1.1289 -0.6666 0.12 -0.79 -0.73 0.03



[4]
9
Properties=species:S:1:pos:R:3:forces:R:3:lowdin_charge:R:1 method="wB97M-V/def2-TZVPD" homo_ev=-10.77 charge=0 homo_lumo_gap_ev=10.0 lumo_energy_ev=-0.7
N -1.3518 0.6068 -0.2101 -0.03 -0.02 0.06 0.18
C -0.7298 -0.5598 0.0899 -0.14 -0.27 0.06 -0.52
O -1.2770 -1.6399 0.1786 0.09 0.39 -0.03 0.08
C 0.7431 -0.4792 0.2776 0.09 -0.67 0.10 -0.34
C 1.7598 -1.3167 0.3945 -0.65 0.10 0.06 0.28
C 2.5483 0.5640 -0.4374 -0.32 0.66 0.45 0.12
N 1.5505 0.7486 0.2296 0.77 0.00 -0.73 -0.01
H -0.8896 1.5023 -0.1936 0.03 -0.20 0.00 0.10
H -2.3536 0.5739 -0.3291 0.16 0.02 0.03 0.12



[5]
72
Properties=species:S:1:pos:R:3:forces:R:3:lowdin_charge:R:1 method="wB97M-V/def2-TZVPD" homo_ev="-15.60 / -14.11" charge=+2 homo_lumo_gap_ev="7.6 / 5.2" lumo_energy_ev="-8.0 / -8.9"
Tl 1.5846 0.6526 -1.4429 0.09 0.01 -0.05 1.06
C 2.7432 -3.8018 1.2929 0.00 -0.01 -0.01 -0.03
C 2.6831 -2.3562 1.7177 -0.02 0.02 0.03 -0.39
C 3.2103 -2.1009 3.1105 0.00 0.01 -0.01 -0.02
O 1.2472 -1.9879 1.6550 0.01 0.00 -0.02 -0.17
P 0.6937 -0.5392 1.6352 0.09 0.07 -0.03 0.46
O 1.5080 0.4385 0.8187 -0.08 -0.07 0.06 -0.36
C -0.9492 -0.7632 0.9473 -0.07 -0.02 0.03 -0.19
P -0.9780 -1.5675 -0.6626 0.06 0.05 -0.05 0.47
O 0.1357 -1.0935 -1.5540 -0.07 0.00 0.02 -0.36
O -0.8342 -3.1071 -0.5097 -0.04 -0.05 0.03 -0.16
C -1.8406 -3.9663 0.1558 0.00 0.02 -0.01 -0.41
C -2.2125 -5.0484 -0.8290 0.00 -0.01 0.00 -0.02
C -1.2225 -4.4979 1.4271 -0.01 -0.01 0.02 -0.03
O -2.4133 -1.2008 -1.1523 0.01 -0.03 0.02 -0.17
C -2.9006 -1.5848 -2.4998 0.00 0.01 -0.03 -0.41
C -2.7415 -0.3871 -3.4068 -0.01 -0.01 -0.04 -0.03
C -4.3311 -2.0325 -2.3286 0.00 0.00 0.01 -0.03
O 0.5292 -0.0963 3.1161 0.01 0.04 -0.02 -0.15
C 0.4659 1.2745 3.6666 0.01 0.00 0.01 -0.38
C 1.8589 1.8563 3.7339 0.01 -0.01 -0.01 -0.03
C -0.5175 2.1263 2.8932 -0.01 0.00 0.00 -0.04
H 3.7831 -4.1250 1.2524 0.00 0.00 0.00 0.10
H 2.2960 -3.9376 0.3085 0.00 0.00 0.00 0.09
H 2.2184 -4.4314 2.0120 0.00 0.01 0.00 0.09
H 3.1886 -1.7174 0.9896 -0.01 -0.01 0.00 0.11
H 2.6362 -2.6637 3.8466 -0.01 -0.01 0.00 0.10
H 3.1707 -1.0424 3.3671 0.00 0.00 0.01 0.07
H 4.2502 -2.4227 3.1662 0.00 0.00 -0.01 0.10
H -1.4050 0.2233 0.8340 -0.01 0.01 -0.01 0.09
H -1.5591 -1.3324 1.6530 0.00 -0.01 0.00 0.10
H -2.7098 -3.3397 0.3774 0.01 -0.01 0.00 0.14
H -1.3337 -5.6391 -1.0868 0.00 0.00 0.00 0.10
H -2.6343 -4.6317 -1.7430 0.00 0.01 0.00 0.07
H -2.9541 -5.7104 -0.3818 0.00 0.00 0.00 0.10
H -0.3436 -5.0991 1.1940 0.00 0.00 0.00 0.09
H -1.9454 -5.1288 1.9444 0.01 0.00 0.00 0.10
H -0.9223 -3.6963 2.1018 0.00 0.01 0.00 0.07
H -2.2756 -2.4119 -2.8463 0.00 0.00 0.00 0.14
H -3.3481 0.4431 -3.0429 0.01 0.00 0.01 0.09
H -3.0807 -0.6442 -4.4105 0.00 0.00 0.00 0.10
H -1.6998 -0.0744 -3.4674 0.00 0.00 0.02 0.07
H -4.9384 -1.2153 -1.9387 0.00 0.00 0.00 0.10
H -4.4060 -2.8798 -1.6479 0.00 0.00 0.00 0.08
H -4.7381 -2.3334 -3.2937 0.00 0.00 0.00 0.10
H 0.0853 1.0931 4.6697 0.00 0.00 0.00 0.15
H 2.2658 2.0121 2.7346 0.00 0.00 0.00 0.08
H 2.5244 1.2024 4.2957 0.00 0.00 0.00 0.09
H 1.8208 2.8163 4.2490 0.00 0.00 0.00 0.10
H -0.1701 2.2999 1.8716 0.01 -0.01 -0.01 0.07
H -0.6058 3.0947 3.3856 0.00 0.00 0.01 0.10
H -1.5095 1.6738 2.8763 0.00 -0.01 -0.01 0.09
Cl 3.5911 -0.6834 -3.5044 0.02 -0.03 0.00 0.56
C 5.0432 -0.2483 -2.5842 -0.04 0.01 0.00 -0.92
Cl 4.6395 0.2968 -0.9390 0.02 -0.01 0.01 0.56
H 5.5444 0.5638 -3.0953 0.01 0.00 0.00 0.04
H 5.6663 -1.1301 -2.5000 0.01 0.00 0.00 0.04
O 1.7986 5.7729 -1.0590 -0.08 0.03 0.00 0.22
C 0.5366 5.8114 -1.2935 0.06 0.00 0.01 -0.19
C -0.1032 7.0911 -1.3691 -0.03 0.05 -0.01 0.09
C -1.4421 7.1553 -1.6282 0.02 0.00 0.01 0.00
C -2.1767 5.9718 -1.8156 0.00 0.05 0.00 0.05
C -1.5570 4.7015 -1.7390 0.08 -0.05 0.02 0.05
C -0.2230 4.6000 -1.4810 -0.07 0.00 -0.03 -0.02
C 0.4849 3.2812 -1.4068 0.01 -0.08 0.00 -0.58
O -0.1736 2.2266 -1.5691 -0.02 0.06 0.04 -0.05
O 1.7284 3.3011 -1.1884 -0.02 0.07 0.01 -0.03
H 2.0691 4.7766 -1.0522 0.01 -0.06 -0.01 0.11
H 0.5093 7.9703 -1.2203 0.00 0.00 0.00 0.15
H -1.9412 8.1121 -1.6930 0.00 0.00 0.00 0.13
H -3.2362 6.0292 -2.0257 0.00 0.00 0.00 0.13
H -2.1375 3.8016 -1.8913 0.00 -0.01 0.00 0.14



[6]
6
Properties=species:S:1:pos:R:3:forces:R:3:lowdin_charge:R:1 method="wB97M-V/def2-TZVPD" homo_ev=-10.72 charge=0 homo_lumo_gap_ev=11.3 lumo_energy_ev=0.6 smiles=O.O
O 1.4924 -0.0847 -0.0292 -0.08 -0.91 0.09 -0.08
H 0.5649 -0.2392 0.2340 0.60 0.67 -0.26 -0.01
H 1.6856 0.8448 0.0529 -0.25 0.34 0.12 0.02
O -1.3024 0.0265 0.0052 -1.90 1.36 -0.08 -0.08
H -2.0565 0.7061 -0.0578 1.75 -1.74 0.16 0.10
H -1.7138 -0.8466 -0.0368 -0.13 0.27 -0.03 0.05



The records above give, respectively, DFT total energy values of -90376.979 -20781.617 -8296.606 -9202.062 -89112.181 -4159.747 eV.
The records above give, respectively, energy above the lowest of the compared OMol25 structures with the same formula, charge and spin values of 51.5 666.2 880.6 451.3 0.0 18.5 kJ/mol.